Below is 9 unconnected molecules or ions with the total composition C31H74NO26P5S3, with properties calculated with ωB97M-V/def2-TZVPD.

Structure (XYZ):
```
140
Properties=species:S:1:pos:R:3
S -0.176 7.653 0.142
S 0.644 -1.258 -0.951
S -4.229 4.114 -4.344
P -6.378 -3.569 0.859
P 1.223 -8.499 -4.326
P -3.902 2.562 7.494
P 6.237 1.612 -5.829
P 3.536 -4.652 4.810
O 6.443 0.901 -7.290
O 4.802 1.698 -5.493
O 3.236 -3.120 5.285
O 1.009 6.912 -0.255
O 7.082 0.782 -4.739
O 2.362 -5.035 3.799
O -5.427 2.709 6.887
O -7.958 -3.667 1.138
O -5.159 4.821 -3.430
O -3.208 1.275 7.305
O -0.147 -1.103 -2.191
O -5.668 -4.442 2.032
O 0.491 -7.152 -4.904
O 2.820 -8.183 -4.475
O 1.778 -2.271 -0.827
O -5.993 -2.021 1.259
O 7.036 3.066 -5.916
O 3.627 -5.631 5.905
O -5.951 -3.864 -0.533
O -4.182 2.964 9.069
O 0.751 -8.873 -2.906
O -1.425 6.900 0.286
O -2.981 4.741 -4.828
O -3.131 3.877 6.885
O 0.883 -9.643 -5.432
O 4.877 -4.467 3.886
N 5.994 2.405 3.022
C 0.247 8.669 1.648
C -0.534 9.142 -0.941
C 3.465 -7.249 -3.597
C -8.889 -2.953 0.345
C -5.271 1.813 -5.408
C -2.874 4.025 5.542
C -6.186 -5.734 2.237
C 7.282 1.489 1.482
C -6.174 -1.637 2.658
C -0.353 -1.493 0.499
C 5.833 1.502 -8.389
C 4.772 -3.798 2.605
C -5.156 3.356 -5.694
C -5.153 2.205 9.839
C 0.180 10.260 -0.257
C 0.043 10.194 1.283
C 6.751 1.517 3.695
C -6.098 3.999 6.925
C -5.052 1.618 -3.959
C 8.266 3.240 -6.525
C 6.271 2.358 1.673
C 0.235 -0.459 1.544
C 0.548 0.822 0.781
C -0.936 -6.935 -4.804
C 1.304 0.492 -0.559
C 6.474 -0.382 -4.188
C 7.600 0.953 2.736
C 2.874 -2.835 6.575
C -3.870 2.507 -3.580
C 2.531 -6.258 2.990
C 1.146 -9.490 -6.754
H -6.249 4.314 5.893
H -6.224 1.369 -5.698
H -1.465 -7.543 -4.070
H 1.818 -2.566 6.555
H -3.715 2.675 -2.514
H -9.398 -3.443 -0.485
H -7.126 3.872 7.263
H -1.351 -1.251 0.132
H -1.494 -7.163 -5.712
H -5.458 -0.876 2.971
H 7.807 1.088 0.628
H 8.669 2.299 -6.899
H -0.509 -0.294 2.324
H 2.384 0.395 -0.450
H 2.955 -3.632 7.314
H 5.384 -0.394 -4.196
H -4.374 3.428 -6.449
H -8.382 -2.192 -0.249
H -0.378 1.343 0.535
H 1.795 -8.621 -6.864
H -5.951 2.024 -3.495
H -2.942 2.131 -4.012
H -1.805 4.206 5.432
H -0.160 11.246 -0.574
H 6.851 1.431 4.767
H -5.677 4.749 7.595
H 8.403 0.246 2.883
H 4.529 -4.514 1.820
H -1.187 -5.889 -4.627
H 1.289 8.448 1.880
H -6.015 -2.442 3.376
H 5.742 2.922 0.919
H -4.565 1.174 -5.939
H 5.710 -3.402 2.216
H -9.692 -2.462 0.895
H -0.921 10.499 1.689
H 4.345 -7.789 -3.248
H 4.005 -3.025 2.584
H 3.411 -6.863 3.208
H -0.299 -2.523 0.850
H 1.736 -6.985 3.153
H -5.974 3.876 -6.193
H 0.680 10.873 1.851
H 5.163 0.834 -8.931
H 1.074 1.158 -1.391
H 6.514 1.908 -9.137
H 1.162 -0.846 1.966
H 6.919 -1.219 -4.727
H 0.226 -9.397 -7.330
H -4.677 1.877 10.764
H -0.297 8.282 2.510
H -5.537 1.316 9.339
H 3.676 -6.260 -4.003
H -6.848 -6.036 1.426
H -3.337 4.955 5.212
H 1.229 10.364 -0.534
H -0.357 8.805 -1.962
H -7.191 -1.248 2.698
H 1.129 1.485 1.422
H 8.201 3.924 -7.372
H -5.325 -6.401 2.214
H 9.008 3.623 -5.824
H 5.302 2.428 -8.167
H -6.758 -5.878 3.154
H -3.276 3.274 4.862
H -1.595 9.333 -0.786
H 6.679 -0.383 -3.118
H 2.571 -5.955 1.944
H -6.092 2.719 10.045
H -4.814 0.587 -3.697
H 5.244 2.951 3.421
H 1.503 -10.443 -7.144
H 3.227 -1.883 6.973
H 2.892 -7.099 -2.682
```

Values from the calculation:
structure (SMILES): COP(=O)(OC)OC.COP(=O)(OC)OC.COP(=O)(OC)OC.COP(=O)(OC)OC.COP(=O)(OC)OC.O=S1(=O)CCCC1.O=S1(=O)CCCC1.O=S1(=O)CCCC1.c1cc[nH]c1
HOMO-LUMO gap: 8.383 eV
spin multiplicity: 1
energy relative to the best compared isomer or geometry (same formula, charge and spin): 129.9 kcal/mol

=====

Below is a molecular structure, C31H75F9N19O44V, with properties calculated with ωB97M-V/def2-TZVPD.

Structure (XYZ):
```
179
Properties=species:S:1:pos:R:3
V -11.744 -15.577 10.809
F -12.725 -21.502 13.925
F -11.046 -15.345 5.900
F -12.656 -16.713 6.470
F -13.915 -23.029 14.826
F -13.265 -14.009 14.850
F -12.529 -21.817 16.008
F -12.685 -14.557 7.145
F -14.157 -16.066 14.718
F -14.358 -14.706 13.074
O -13.474 -14.451 10.322
O -23.171 -16.518 16.759
O -13.046 -25.228 13.008
O -9.792 -17.813 14.776
O -12.010 -16.724 9.100
O -14.162 -11.436 16.019
O -12.248 -23.701 10.061
O -10.935 -14.743 8.895
O -17.639 -21.801 12.851
O -9.489 -22.238 12.549
O -15.158 -14.061 9.064
O -10.580 -24.216 8.745
O -12.644 -16.654 12.553
O -14.682 -26.129 12.002
O -13.683 -20.719 5.954
O -14.644 -9.674 14.888
O -10.862 -10.467 11.948
O -11.460 -21.458 18.579
O -8.025 -16.681 15.336
O -15.585 -20.924 14.529
O -9.985 -14.499 17.490
O -14.225 -19.663 15.957
O -15.604 -19.334 9.688
O -15.572 -21.477 9.890
O -16.230 -16.149 12.518
O -11.453 -14.707 12.746
O -8.144 -17.443 12.201
O -7.944 -18.328 9.387
O -18.733 -20.610 14.289
O -10.192 -16.141 18.830
O -13.473 -22.591 7.045
O -10.667 -12.371 10.915
O -19.859 -10.688 13.884
O -9.053 -24.278 12.394
O -16.435 -9.833 10.359
O -17.024 -13.357 13.796
O -21.667 -17.963 16.215
O -6.880 -20.155 9.209
O -9.728 -21.060 17.336
O -9.783 -16.528 11.256
O -16.052 -11.734 12.930
O -14.962 -8.832 11.529
O -17.343 -17.503 11.238
O -20.647 -11.668 15.605
N -10.723 -20.687 17.989
N -11.327 -11.442 11.403
N -11.378 -24.438 9.631
N -13.337 -21.388 6.941
N -8.593 -17.697 15.079
N -16.145 -20.408 9.957
N -7.764 -19.494 9.648
N -19.774 -11.090 15.012
N -18.088 -21.582 13.923
N -10.596 -15.451 17.953
N -13.853 -10.477 15.348
N -14.475 -14.838 9.697
N -22.317 -16.993 16.030
N -8.897 -16.507 12.090
N -16.708 -17.250 12.247
N -16.784 -12.692 12.820
N -14.099 -25.138 12.394
N -16.092 -9.170 11.331
N -9.522 -23.357 13.007
C -12.289 -18.065 12.821
C -22.007 -16.190 14.789
C -9.848 -14.057 8.380
C -11.948 -15.650 6.870
C -13.459 -21.825 15.028
C -12.759 -18.855 11.605
C -14.677 -20.956 15.472
C -17.460 -13.133 11.560
C -12.192 -15.606 13.441
C -12.875 -11.588 11.512
C -10.115 -23.671 14.334
C -8.662 -15.294 12.795
C -12.720 -20.591 7.995
C -12.405 -10.135 15.212
C -16.612 -18.418 13.285
C -7.849 -18.981 15.083
C -17.593 -20.403 10.299
C -13.526 -15.053 14.062
C -17.963 -22.548 15.012
C -8.478 -14.846 8.235
C -8.794 -20.259 10.551
C -14.786 -23.840 12.183
C -11.222 -16.012 8.192
C -11.899 -15.848 17.314
C -16.234 -18.516 16.751
C -18.500 -10.834 15.708
C -14.896 -16.265 9.566
C -17.050 -8.781 12.379
C -11.096 -19.177 17.938
C -11.214 -25.780 10.293
C -14.926 -19.196 17.107
H -12.166 -19.161 17.771
H -18.186 -23.533 14.583
H -6.969 -18.891 14.459
H -14.917 -21.504 16.374
H -18.787 -10.419 16.614
H -13.223 -19.641 7.990
H -12.820 -21.093 8.944
H -15.132 -19.981 17.769
H -16.297 -19.352 12.747
H -14.428 -18.314 17.513
H -15.766 -23.735 12.652
H -12.073 -18.733 10.775
H -17.994 -11.816 15.869
H -10.088 -13.713 7.398
H -8.337 -15.456 9.177
H -15.863 -16.400 9.205
H -16.878 -18.227 17.595
H -22.961 -15.747 14.513
H -18.451 -22.320 15.970
H -17.865 -10.163 15.135
H -11.734 -16.542 16.489
H -11.929 -11.103 15.282
H -9.663 -19.697 10.341
H -12.254 -9.511 14.305
H -17.725 -19.785 11.170
H -16.816 -19.163 16.137
H -9.556 -15.318 13.426
H -11.537 -16.075 14.224
H -17.955 -9.370 12.236
H -12.221 -26.178 10.502
H -11.625 -20.470 7.769
H -12.791 -19.908 11.882
H -16.900 -22.363 15.212
H -16.631 -8.994 13.381
H -14.113 -22.984 12.427
H -9.597 -24.433 14.861
H -10.744 -25.620 11.239
H -21.573 -16.764 13.989
H -10.147 -22.706 14.914
H -8.487 -15.487 7.355
H -15.863 -18.271 14.061
H -12.269 -9.490 16.044
H -8.778 -14.413 12.178
H -8.607 -19.625 14.644
H -9.752 -13.201 9.107
H -14.130 -16.686 8.888
H -7.663 -14.109 8.079
H -7.575 -19.150 16.148
H -11.189 -18.188 12.987
H -10.289 -16.507 8.042
H -17.583 -18.516 13.785
H -11.161 -23.938 14.106
H -12.606 -16.287 18.056
H -17.946 -21.431 10.285
H -21.346 -15.397 15.185
H -17.224 -7.708 12.329
H -7.686 -15.335 13.358
H -12.305 -14.918 16.973
H -14.680 -16.729 10.485
H -12.919 -18.325 13.691
H -17.114 -14.164 11.364
H -10.761 -26.517 9.640
H -13.286 -12.215 10.767
H -13.228 -10.565 11.357
H -10.547 -18.713 17.127
H -18.508 -13.154 11.843
H -14.934 -23.773 11.093
H -17.205 -12.378 10.823
H -10.920 -18.672 18.878
H -8.697 -21.272 10.242
H -13.762 -18.621 11.269
H -18.033 -19.872 9.448
H -16.076 -17.683 16.106
H -12.988 -11.904 12.617
H -8.414 -20.183 11.555
```

Values from the calculation:
HOMO-LUMO gap (spin up / spin down): 6.639 / 7.260 eV
spin multiplicity: 4
total charge: -1

=====

Below is a molecular structure, C31H79N7O11, with properties calculated with ωB97M-V/def2-TZVPD.

Structure (XYZ):
```
128
Properties=species:S:1:pos:R:3
O 12.860 6.495 -15.400
O 24.550 11.287 -15.393
O 18.291 11.319 -17.929
O 17.857 8.373 -17.855
O 20.328 10.023 -20.113
O 22.789 4.857 -17.307
O 21.487 13.091 -18.541
O 20.582 16.840 -16.157
O 21.383 8.869 -15.611
O 15.360 9.163 -14.514
O 17.814 12.761 -12.728
N 22.169 8.258 -18.623
N 18.078 10.297 -14.651
N 15.131 7.448 -17.874
N 19.999 10.558 -16.060
N 23.854 13.815 -16.554
N 18.078 14.538 -17.618
N 21.027 9.494 -17.674
C 18.219 12.727 -14.152
C 18.849 15.170 -16.551
C 22.447 5.731 -18.391
C 20.848 9.637 -16.361
C 17.647 9.142 -15.427
C 14.055 6.154 -14.671
C 22.673 3.490 -17.709
C 21.270 11.765 -18.207
C 22.076 8.238 -20.081
C 17.048 8.527 -19.028
C 22.994 14.628 -17.326
C 13.961 9.379 -14.764
C 17.443 11.602 -14.852
C 21.563 13.979 -17.500
C 17.244 10.389 -17.875
C 21.520 17.626 -16.768
C 18.816 13.705 -18.549
C 19.845 16.203 -17.113
C 24.762 9.993 -14.826
C 23.474 11.978 -14.839
C 18.300 11.790 -11.769
C 23.422 13.510 -15.149
C 13.803 7.718 -17.379
C 15.604 8.650 -18.511
C 22.818 7.167 -17.944
C 16.097 9.049 -15.697
C 18.035 12.423 -18.810
C 21.634 9.665 -20.542
C 19.571 10.852 -20.989
C 19.179 7.937 -18.184
C 13.019 6.494 -16.798
H 13.930 8.523 -16.655
H 16.654 10.469 -18.789
H 23.904 7.231 -18.019
H 22.797 5.455 -19.386
H 20.976 18.421 -17.278
H 18.131 8.233 -15.069
H 22.443 10.366 -20.336
H 20.446 15.693 -17.866
H 14.923 5.846 -15.253
H 15.545 9.499 -17.830
H 18.157 15.691 -15.891
H 13.563 5.583 -17.045
H 18.129 13.642 -14.737
H 17.996 10.131 -13.658
H 21.959 3.008 -17.041
H 19.363 16.981 -17.705
H 20.584 10.146 -18.306
H 16.990 12.675 -18.631
H 19.892 13.614 -18.399
H 22.246 18.144 -16.141
H 23.001 7.998 -20.605
H 17.100 7.643 -19.664
H 17.817 9.465 -17.806
H 18.899 10.969 -12.163
H 14.374 6.887 -13.930
H 23.479 11.855 -13.756
H 16.003 8.190 -16.362
H 22.933 15.532 -16.720
H 20.895 14.777 -17.825
H 20.585 11.705 -17.362
H 21.185 8.203 -18.402
H 20.851 11.470 -19.169
H 25.452 9.502 -15.513
H 13.489 9.588 -13.803
H 22.086 11.050 -18.095
H 19.738 8.768 -18.614
H 13.869 10.294 -15.349
H 20.093 11.785 -21.200
H 18.086 12.205 -19.877
H 18.032 9.493 -16.384
H 13.739 5.277 -14.106
H 19.434 14.410 -16.033
H 22.187 17.060 -17.418
H 16.546 10.311 -17.042
H 22.464 13.960 -14.891
H 23.874 9.362 -14.781
H 18.722 14.305 -19.454
H 23.999 12.897 -16.948
H 14.853 8.742 -19.295
H 19.125 6.996 -18.733
H 17.227 14.172 -17.216
H 19.284 12.592 -14.339
H 22.487 7.240 -16.908
H 15.864 9.940 -16.281
H 25.216 10.095 -13.840
H 15.770 7.219 -17.126
H 19.167 10.541 -16.632
H 19.863 10.550 -15.059
H 19.344 10.311 -21.907
H 22.511 11.560 -15.132
H 23.464 15.099 -18.190
H 12.032 6.658 -17.232
H 16.419 11.562 -14.480
H 17.337 11.870 -15.903
H 17.415 11.368 -11.292
H 21.363 5.660 -18.479
H 23.549 2.920 -17.399
H 24.043 14.138 -14.510
H 21.557 9.503 -21.617
H 17.330 9.459 -19.518
H 13.262 8.132 -18.230
H 18.599 11.087 -20.554
H 13.307 8.610 -15.175
H 21.277 7.567 -20.396
H 18.928 12.383 -11.104
H 19.595 7.698 -17.206
H 21.078 13.621 -16.591
H 22.376 3.361 -18.750
H 21.692 8.781 -17.934
```

Values from the calculation:
HOMO-LUMO gap: 7.865 eV
spin multiplicity: 1
energy relative to the best compared isomer or geometry (same formula, charge and spin): 575.9 kcal/mol